C28H78AsF6O11 | ωB97M-V/def2-TZVPD

XYZ file:
```
124
Properties=species:S:1:pos:R:3:mulliken_charge:R:1
H 3.54552 2.19143 14.19604 0.237
H 6.87861 3.25495 11.17607 0.496
C 6.22748 3.71213 11.92705 -1.006
H 4.15910 4.30972 16.30962 0.120
C -0.93605 1.40199 15.66281 -1.482
H -1.80998 7.48433 6.77015 0.178
H 2.48665 1.91465 9.60034 -0.112
H 4.19715 2.30746 9.95029 0.168
H -4.10485 4.18358 14.21598 0.334
C -0.11057 4.26094 6.54165 -0.812
As 0.70085 5.29000 11.03271 2.135
H 2.05818 8.78266 14.47674 0.093
H 0.58477 9.41247 16.55317 0.431
H 1.36948 8.11627 17.40060 0.335
F -0.59483 4.41270 11.85823 -0.537
H -1.45130 10.07288 11.26519 0.565
H -0.04132 2.97425 8.67594 0.217
C 3.41507 1.55483 10.05173 -0.515
O -2.14272 0.22930 13.96808 -0.635
F -0.55813 6.08051 10.14896 -0.593
H 5.38492 5.54092 7.29139 0.352
C 3.73671 4.21386 7.74360 -0.214
H -4.52192 8.96029 6.75280 0.346
C -1.31754 1.36417 14.20265 1.380
H -1.64702 5.57035 12.83028 0.237
C 3.24925 3.09864 14.71391 -0.114
H -0.28791 1.17213 12.26463 0.313
O 4.87528 2.35459 16.35446 -0.584
H -5.09599 4.25120 12.78125 0.449
C 2.56632 6.87717 15.27481 -0.662
C -1.11136 3.24404 7.08149 0.917
H 5.42379 5.54936 13.83339 0.425
H 4.17890 0.88953 11.96593 0.404
H 0.05262 10.47785 8.46638 0.314
H -0.58210 4.97341 5.85951 0.427
O 0.35195 7.69217 14.83118 -0.516
H -3.24706 7.13558 11.13977 0.104
H 1.94904 6.96734 7.06678 0.006
H 5.84473 5.49097 10.82811 0.057
F 0.85276 3.94793 9.92756 -0.231
H 0.46518 7.33321 13.94065 0.044
H -2.97105 5.50130 10.80543 -0.023
H -1.19105 8.54603 11.95761 0.150
H -3.43010 3.62190 12.70007 0.130
H -1.89475 2.26548 13.96624 -0.409
H -0.71460 8.91076 10.24305 -0.335
H 1.63501 0.08062 10.89422 0.326
H 8.05280 5.54734 11.54501 0.341
H -0.56630 10.00687 6.83751 0.267
C 1.49941 8.81896 16.57431 -1.711
H 1.09377 10.57488 7.04897 0.435
H -4.63065 6.07017 10.95102 0.485
O 2.39047 -0.06339 11.46902 -0.630
C 0.60632 9.79525 11.77483 0.163
C -0.07925 1.35799 13.32318 -0.840
H -2.10012 6.59917 8.24576 -0.096
H 5.01550 6.85971 12.72764 0.544
C -3.63383 6.14482 11.39598 -0.739
H 5.78843 4.16368 8.39102 0.199
H 4.13752 5.32788 12.69968 0.086
H 1.28445 8.97219 12.02933 -0.129
H 5.22885 3.28272 11.83096 -0.166
C 6.16306 5.22759 11.84578 0.640
H 1.78429 7.91552 9.35376 0.251
O 1.75954 8.77487 8.91478 -0.584
C 0.78452 8.60958 7.88161 1.961
H 2.37227 9.43938 16.78080 0.371
C 4.41280 3.49816 15.62862 -0.347
H -2.39387 9.11716 8.54658 -0.088
C -0.71779 9.25362 11.27699 -0.544
H 2.38040 2.90410 15.35123 0.087
H 5.64210 1.98909 15.91607 0.340
F 1.93926 4.54711 12.03257 -0.431
O -2.30244 6.00302 13.40616 -0.413
H 3.47004 3.16556 7.86071 0.279
H 0.70186 7.55536 5.97944 0.302
H 0.69369 3.77657 5.98752 0.400
F 1.88541 6.18627 10.11261 -0.604
H -0.45872 0.46605 15.96453 0.360
H -4.29516 6.45180 13.39711 0.310
H -2.44482 3.04819 5.47081 0.362
H -0.01135 7.95394 8.25056 -0.605
O -3.64690 9.31262 6.94494 -0.568
O -0.46170 2.38990 8.02503 -0.630
H 2.82505 1.91412 12.07333 -0.333
C 3.21593 1.07538 11.48293 0.324
C -3.14424 8.51376 8.03891 -0.263
C 5.22647 4.48576 7.50381 -0.525
H 2.42843 6.28342 14.37221 -0.061
H -1.74595 1.62507 16.35849 0.383
H -1.94272 3.74960 7.58904 -0.017
C 1.44564 7.87275 6.71776 -1.077
H 0.50320 2.27348 13.40286 -0.172
H -0.97979 1.99816 5.30981 0.374
H 6.63062 3.39673 12.89503 0.425
H -3.33641 6.64961 6.93575 0.505
H 1.10410 10.37726 10.99472 0.444
H -2.29574 1.54358 6.38413 0.407
H 3.65619 0.70130 9.40814 0.360
C -3.59952 5.79648 12.85957 0.432
H 3.52791 4.65627 8.72612 -0.155
H -3.92620 8.28792 8.77249 0.442
O 5.72204 3.75451 6.38452 -0.574
H 2.21788 8.46947 6.22843 0.360
C -1.74014 2.39223 5.98555 -1.614
C 5.12307 5.77904 12.80896 -1.284
H 2.91257 3.92627 14.09333 -0.059
C -2.59061 7.21979 7.49090 -0.386
C 0.28858 10.00255 7.51210 -1.634
H 5.24311 3.79885 14.98154 0.199
O 0.33419 10.54093 12.95490 -0.574
H 5.70800 2.81438 6.57259 0.313
H 0.29334 4.80075 7.39962 -0.144
C -4.07065 4.38773 13.14414 -1.296
H 3.13046 4.69958 6.98281 0.259
H 3.57165 7.31807 15.25206 0.297
H 0.52653 0.48545 13.59353 0.476
H 1.10746 11.01575 13.26495 0.305
H -2.18549 0.03787 13.02831 0.347
F 0.65156 6.54156 12.24352 -0.427
O 7.40309 5.83600 12.19756 -0.592
C 1.64553 8.11310 15.24443 1.016
H -0.19386 2.18238 15.85172 0.263
H 2.43903 6.24435 16.15185 0.283
```

gap between HOMO and LUMO = 0.348 Eh
ΔE to the lowest compared entry with this formula, charge and spin = 0.450 eV
E_LUMO = 2.231 eV
charge = -1



C28H78Be2F3O26 | ωB97M-V/def2-TZVPD

XYZ file:
```
137
Properties=species:S:1:pos:R:3:mulliken_charge:R:1
C -3.84130 -0.01168 3.97971 -0.826
C 3.67517 -0.08573 -3.61269 -0.138
H 2.56215 5.59313 -3.52655 0.347
O 2.28925 -4.70012 0.82851 -0.569
H -2.68085 -4.33855 5.50085 0.339
H 2.18597 2.32632 -2.64087 0.181
O -1.07142 4.32041 5.40614 -0.542
H 0.11872 2.15524 4.44962 -0.002
H 1.80480 -0.72663 -2.94805 -0.315
H 1.32199 -2.32009 2.86315 0.129
H -0.72686 0.42336 -5.49995 0.489
C 2.71810 -1.21460 -3.28842 0.772
H 1.45804 3.49871 4.43059 0.359
F -5.20963 -4.94249 -2.15147 -0.284
C 3.49754 4.98879 2.34926 -0.389
O -3.05726 3.60148 -0.03620 -0.363
C -2.32671 0.07639 3.74978 0.047
H 1.72052 6.94318 3.18084 0.321
H 5.64987 0.31814 -3.62345 0.351
H 4.52140 -2.28934 1.86169 0.339
H -1.38495 -3.73258 3.84523 -0.518
O -4.51642 0.35806 2.75654 -0.455
O -1.14114 4.46180 -2.25027 -0.442
O 0.79199 2.71099 2.68178 0.265
C -3.18961 -4.62232 -5.61104 -1.365
C -2.27309 4.81372 -0.07724 -0.406
O -4.79444 1.06509 -0.99737 -0.612
C -5.79750 1.24438 -2.00248 -0.804
H -4.03069 -0.99995 4.39870 0.307
O 3.16896 -5.95403 -1.83509 -0.587
H -1.09414 5.28009 5.41567 0.386
H 2.96884 -1.16537 0.40950 -0.317
O -0.77209 1.83073 -3.89724 -0.196
H -5.45686 0.32149 2.94581 0.260
H 3.14574 2.85832 0.00088 0.224
C -3.00137 -3.77573 -2.11714 -0.364
O 2.22212 4.70035 -3.43196 -0.531
H -1.41733 -5.38081 3.81126 0.425
C -3.93293 -5.14936 -1.92339 0.779
H 3.62684 0.80435 -2.98538 -0.150
H -6.32523 0.36451 -2.37046 0.288
H -6.59410 1.96212 -1.80657 0.311
C 3.01294 4.30447 -2.33065 -0.515
C 1.80503 -1.35481 4.99211 -0.734
F -3.60158 -6.24789 -2.64310 -0.259
H -3.37660 -5.14529 2.22747 0.263
O -3.13047 -4.62579 4.70278 -0.543
H -1.85154 -5.20803 -3.94570 0.454
H 2.33396 3.57655 1.90416 0.210
C -0.34491 0.10872 -0.43979 0.357
Be -3.57643 -0.79314 0.58906 1.334
H 0.15496 2.07075 2.35638 -0.174
H -0.66521 5.77648 -0.83712 0.435
H -0.95505 -0.80341 -3.42231 0.096
H -1.91785 -1.24868 -4.71643 0.094
O -3.11955 -3.53016 -3.54558 -0.263
C -1.77197 -0.41449 -4.03017 0.482
C 0.98147 -1.60895 3.61578 0.246
H -1.91956 5.09815 0.91384 0.268
H 6.33674 -1.63211 -0.53974 0.284
O -1.62412 0.64339 -0.23653 -0.173
O 0.69759 -0.34745 3.07156 -0.330
H -4.09958 -5.17106 -5.36827 0.302
H 0.06907 -0.08634 -1.42907 -0.527
Be -2.82877 2.40223 -2.19539 0.985
H 3.44038 7.08203 1.72731 0.374
H 1.17452 -0.74826 5.64222 0.355
C -0.55633 4.15922 4.07405 -0.182
O -3.61984 -3.14733 2.39594 -0.351
H 4.06922 4.20699 -2.58134 0.402
H -1.79308 -0.09173 4.68523 0.281
H -0.20392 5.14155 3.75953 0.256
O 2.41310 -2.16975 -4.31928 -0.533
H -2.27586 1.26866 -5.34390 0.371
H 0.44533 0.74650 -0.04373 -0.110
H -3.61120 -3.74604 -6.10351 0.297
C 3.73220 -0.70614 1.03760 0.837
C -1.04548 4.76068 -0.94505 -0.189
C 0.55894 3.04960 4.00867 -0.338
O 3.00162 2.25507 -0.73187 -0.187
H -4.22566 0.61056 4.78790 0.481
H -3.04470 5.52166 -0.37982 0.348
H 2.12500 -3.25211 -0.66383 -0.369
H 1.98344 -2.31585 5.47448 0.375
H 3.33783 -0.97838 3.77436 0.394
H 3.69860 -4.03398 -0.59535 0.444
H -0.28973 -0.80154 0.15727 0.089
H -3.18672 -0.88302 -2.83555 -0.011
O 1.52728 6.42559 2.39575 -0.524
H 1.39945 0.28255 3.25071 0.082
H -2.26178 1.07162 3.31001 0.033
C 5.03267 -0.50642 0.23142 -0.519
H -1.95362 -4.04283 -1.97942 0.226
H 3.37893 5.00028 3.43273 0.322
H -2.03977 -4.17372 1.67688 0.342
C 2.78472 6.21346 1.66565 -0.384
H 0.06245 -2.08243 3.96117 -0.274
H 1.61464 -4.55714 -2.18763 0.269
H -1.38370 -3.69815 -4.59416 0.426
C -2.11133 -4.54148 3.76669 0.538
O -1.89449 -0.68657 2.63403 0.279
H 4.94703 0.16795 -0.62063 0.153
O 4.00413 -1.53091 2.14244 -0.611
H 2.62121 6.17703 0.58860 -0.012
H 3.59938 -6.38746 -1.09450 0.302
H -1.42010 3.89023 3.46607 -0.044
H -3.46310 3.55694 0.83266 0.227
H -0.95949 -0.47548 2.58084 -0.106
H -0.40333 2.43297 -4.54756 0.183
O 5.45553 -1.78114 -0.18923 -0.519
O 5.03997 -0.41977 -3.55201 -0.603
F -3.97705 -5.57371 -0.59961 -0.253
C 2.11840 -5.13025 -1.40926 -0.365
H 5.84854 -0.14258 0.85598 0.524
C -1.45064 0.82214 -4.78917 -1.143
H -5.36955 1.72727 -2.88098 0.115
H -0.21452 4.15532 -0.58287 -0.017
O 3.02621 -0.72865 4.64736 -0.585
H -2.53129 -5.09019 -6.34303 0.413
C 2.34370 2.99714 -1.79636 1.149
H 4.58032 5.06300 2.24832 0.419
H 3.16709 5.12863 -1.63415 0.076
O 3.26194 3.77684 1.76156 -0.476
O -3.16515 -2.53448 -1.36547 -0.577
C -2.26844 -4.29093 -4.36189 -0.314
H -4.04502 -3.35184 3.23200 0.304
O -2.94346 -0.09226 -3.32250 -0.214
C -2.81618 -4.23475 2.43947 -0.562
C 2.63530 -4.17987 -0.40506 0.244
H 1.33009 -4.72790 0.79917 0.303
H 1.34089 3.30540 -1.50061 -0.998
H 3.41388 0.24693 -4.61725 0.416
H 3.47545 0.26008 1.47190 -0.077
H -0.54213 5.02750 -2.74299 0.298
H 3.07022 -1.76526 -2.41613 -0.166
H 1.35664 -5.82272 -1.05106 0.309
H 3.22979 -2.48321 -4.71472 0.327
```

gap between HOMO and LUMO = 0.173 Eh
E_LUMO = -5.595 eV
charge = +1



Q: Among the records above, which one has the lowest gap between HOMO and LUMO?
A: C28H78Be2F3O26



Q: Which of these has the highest gap between HOMO and LUMO?
A: C28H78AsF6O11